# 1
17
Properties=species:S:1:pos:R:3 method="wB97M-V/def2-TZVPD" total_charge=0 smiles=CCCN1CC1 gap_ha=0.3664 max_force_ev_per_a=0.36 homo_energy_ev=-8.74 e_lumo_ev=1.23
C -0.7827 -0.9229 -2.3939
C -0.8434 -0.5365 -0.9242
C 0.4019 0.1253 -0.3315
N 0.0317 0.4463 1.0381
C 0.7035 0.0191 2.2314
C 0.5614 1.4646 1.8921
H -0.5897 -0.0536 -3.0308
H -1.7407 -1.3532 -2.7033
H -0.0055 -1.6679 -2.5896
H -1.6683 0.1636 -0.7526
H -1.0672 -1.4166 -0.3089
H 0.6535 1.0420 -0.8828
H 1.2796 -0.5387 -0.3970
H 0.0706 -0.4657 2.9756
H 1.7179 -0.3864 2.1718
H -0.2005 2.0804 2.3673
H 1.4776 2.0001 1.6383

# 2
17
Properties=species:S:1:pos:R:3 method="wB97M-V/def2-TZVPD" total_charge=0 smiles=CCN1C[C@H]1C gap_ha=0.3675 max_force_ev_per_a=0.26 homo_energy_ev=-8.83 e_lumo_ev=1.17
C -1.9129 0.8299 0.1812
C -1.4357 -0.4189 -0.5566
N 0.0035 -0.7040 -0.5353
C 0.5920 -1.2690 0.6621
C 0.9243 0.1117 0.2345
C 2.2294 0.4783 -0.4245
H -2.9936 0.9433 0.0439
H -1.7215 0.7800 1.2596
H -1.4311 1.7321 -0.2136
H -1.9551 -1.2986 -0.1551
H -1.7269 -0.3331 -1.6112
H -0.0397 -1.3806 1.5463
H 1.2985 -2.0839 0.5012
H 0.4910 0.8945 0.8591
H 3.0005 0.6972 0.3230
H 2.1029 1.3649 -1.0556
H 2.5741 -0.3437 -1.0592

# 3
17
Properties=species:S:1:pos:R:3 method="wB97M-V/def2-TZVPD" total_charge=0 smiles="C=CC.C=NC" gap_ha=0.3956 max_force_ev_per_a=1.14 homo_energy_ev=-9.61 e_lumo_ev=1.15
C -0.7480 1.1488 1.8333
C -1.5463 0.4799 1.0045
C -1.6584 -1.0134 0.9761
H -0.6661 2.2185 1.7042
H -0.0315 0.6154 2.4459
H -2.2452 1.0427 0.3939
H -0.9434 -1.4723 1.6590
H -2.6752 -1.3498 1.1858
H -1.4282 -1.3568 -0.0334
C 1.1651 1.2109 -1.3345
N 1.0340 0.1730 -2.0281
C 1.7142 -1.0278 -1.5278
H 0.6054 2.0962 -1.6308
H 1.7857 1.2506 -0.4357
H 1.0733 -1.5040 -0.7852
H 2.6819 -0.7771 -1.0831
H 1.8827 -1.7347 -2.3442

# 4
17
Properties=species:S:1:pos:R:3 method="wB97M-V/def2-TZVPD" total_charge=0 smiles="C=C(C)CCN" gap_ha=0.3663 max_force_ev_per_a=2.00 homo_energy_ev=-8.97 e_lumo_ev=1.00
C -0.6707 -0.2214 -1.9028
C -0.3672 0.3722 -0.7419
C -1.1231 1.5591 -0.2109
C 0.9939 0.1196 -0.1162
C 0.8284 -0.4505 1.3004
N 0.7128 -1.9136 1.1455
H -1.6932 -0.4062 -2.2182
H 0.1400 -0.7124 -2.4297
H -0.4450 2.4111 -0.1680
H -2.0559 1.7051 -0.7435
H -1.4139 1.4044 0.8376
H 1.6756 -0.4995 -0.6936
H 1.4293 1.1313 -0.1195
H -0.0516 0.0116 1.7517
H 1.7050 -0.1743 1.8816
H 0.0005 -2.0260 0.4284
H 0.3351 -2.3104 1.9992

# 5
17
Properties=species:S:1:pos:R:3 method="wB97M-V/def2-TZVPD" total_charge=0 smiles="C/C=C/NCC" gap_ha=0.3070 max_force_ev_per_a=6.38 homo_energy_ev=-7.30 e_lumo_ev=1.05
C -0.6709 -2.4120 2.0537
C -0.3285 -1.0940 1.5351
C -0.3506 -0.8902 0.1289
N 0.0231 0.1353 -0.6914
C 0.6255 1.4147 -0.6190
C 0.3347 2.2729 -1.9603
H -0.6879 -2.4092 3.1481
H -1.5800 -2.8534 1.6174
H 0.1810 -3.0563 2.0742
H 0.3912 -0.2356 2.0953
H -0.3806 -1.7344 -0.5168
H -0.3936 0.0367 -1.5840
H 1.6566 1.4166 -0.5615
H 0.2113 2.0205 0.3004
H 0.8447 3.2880 -2.0451
H -0.7161 2.3690 -2.1890
H 0.8403 1.7315 -2.7860

# 6
17
Properties=species:S:1:pos:R:3 method="wB97M-V/def2-TZVPD" total_charge=0 gap_ha="0.2977 / 0.2977" max_force_ev_per_a=0.35 homo_energy_ev="-7.11 / -7.11" e_lumo_ev="0.99 / 0.99"
C 1.9315 0.0920 -0.2385
N 0.9572 -0.0427 0.6089
C 0.7412 -0.1943 2.0386
C -0.2607 -0.4224 0.9700
C -1.0779 1.5696 -1.7559
C -1.0109 -1.6077 0.4694
H 1.7522 -0.1276 -1.2842
H -0.0647 1.9547 -1.8974
H 2.8728 0.4960 0.1098
H 0.7055 0.7172 2.6374
H 1.3382 -1.0055 2.4773
H -1.2129 1.2863 -0.7076
H -1.2256 0.6932 -2.3939
H -1.8030 2.3400 -2.0295
H -1.9093 -1.7774 1.0690
H -1.3317 -1.4432 -0.5653
H -0.4020 -2.5281 0.4917

# 7
17
Properties=species:S:1:pos:R:3 method="wB97M-V/def2-TZVPD" total_charge=0 smiles=CN1CC1(C)C gap_ha=0.3710 max_force_ev_per_a=2.21 homo_energy_ev=-9.06 e_lumo_ev=1.04
C 1.7294 0.4944 -0.6709
N 1.1927 -0.3945 0.3265
C 0.5530 0.1447 1.5194
C -0.2197 -0.3654 0.3307
C -0.9634 0.9547 -0.7208
C -1.0889 -1.6047 0.1781
H 1.9714 -0.0874 -1.5690
H 0.8291 1.1254 -0.8927
H 2.6226 1.0165 -0.3110
H 0.4285 1.2197 1.6582
H 0.8507 -0.3773 2.4394
H -1.7851 1.1926 -0.0681
H -1.3020 0.4472 -1.6310
H -0.6974 1.9814 -1.1320
H -2.0846 -1.3834 0.5718
H -1.1849 -1.8280 -0.8902
H -0.7391 -2.5258 0.6712

# 8
17
Properties=species:S:1:pos:R:3 method="wB97M-V/def2-TZVPD" s_squared=0.756 total_charge=+1 gap_ha="0.3080 / 0.1592" spin_multiplicity=2 max_force_ev_per_a=0.86 homo_energy_ev="-13.56 / -13.28" e_lumo_ev="-5.17 / -8.95"
C -0.6436 -1.7735 0.8664
C -0.7999 -0.5796 -0.0594
C 0.2706 0.4799 0.2505
C 1.4213 0.4626 -0.6189
C 2.3404 1.5336 -0.6786
N -2.1034 0.0202 0.1104
H -1.2660 -2.6107 0.5343
H 0.3795 -2.1484 0.8779
H -0.9913 -1.5375 1.8689
H -0.6308 -0.9367 -1.0823
H 0.6461 0.3346 1.2797
H -0.1484 1.4995 0.2529
H 1.6147 -0.3749 -1.2864
H 3.1514 1.5056 -1.3880
H 2.2239 2.3794 -0.0046
H -2.2167 0.8723 -0.4305
H -2.8298 -0.6478 -0.1150

# 9
17
Properties=species:S:1:pos:R:3 method="wB97M-V/def2-TZVPD" s_squared=0.757 total_charge=+1 gap_ha="0.2041 / 0.0746" spin_multiplicity=2 max_force_ev_per_a=4.47 homo_energy_ev="-11.65 / -11.65" e_lumo_ev="-6.09 / -9.62"
C -2.1224 -0.4857 3.7731
C -1.8550 -1.2306 2.4193
C -2.6127 -1.7243 1.4496
H -2.1176 0.5679 3.4732
H -1.3683 -0.5433 4.5384
H -3.1289 -0.5559 4.1558
H -0.7727 -1.1575 2.1683
H -2.2134 -1.7047 0.4963
H -3.6778 -1.7684 1.6827
C 3.3013 1.7279 -2.9137
C 1.4047 0.3256 -3.0419
N 1.8632 1.4616 -2.6727
H 3.3280 2.3026 -3.8822
H 3.7883 2.3717 -2.1835
H 3.8471 0.9019 -3.1481
H 0.4489 -0.1118 -2.5431
H 1.8872 -0.3771 -3.7714

# 10
18
Properties=species:S:1:pos:R:3 method="wB97M-V/def2-TZVPD" s_squared=0.767 total_charge=0 gap_ha="0.1664 / 0.2671" spin_multiplicity=2 max_force_ev_per_a=1.89 homo_energy_ev="-4.41 / -7.21" e_lumo_ev="0.12 / 0.06"
C 0.2864 0.1872 1.7656
C -0.6055 -0.7777 1.0421
C -0.5135 -0.4595 -0.4469
C -0.3448 -1.3892 -1.4374
C -0.8903 1.4149 -1.8299
N -0.6277 0.8942 -0.6240
N 1.4623 0.4409 0.8872
H -0.2436 1.1337 1.7675
H 0.6328 -0.1216 2.7299
H -1.6580 -0.7813 1.2955
H -0.2639 -1.7966 1.2175
H -0.3228 -2.4598 -1.2727
H -0.0272 -1.0231 -2.4072
H -0.9446 0.8349 -2.7443
H -1.1682 2.4579 -1.8537
H 1.1896 1.0440 0.0917
H 2.2538 0.8258 1.3618
H 1.7852 -0.4248 0.4572

# 11
18
Properties=species:S:1:pos:R:3 method="wB97M-V/def2-TZVPD" total_charge=+1 smiles="C=CN1C[C@H]1[NH2+]C" gap_ha=0.3888 max_force_ev_per_a=5.28 homo_energy_ev=-13.61 e_lumo_ev=-3.03
C 2.3216 2.2038 -0.6229
C 1.7817 1.9050 0.5147
N 0.4548 0.7621 0.5072
C -0.0960 0.0717 1.6835
C 0.4790 -0.5993 0.4072
N -0.6301 -1.1063 -0.6184
C -1.7024 -2.0839 -0.2556
H 3.1374 2.8417 -0.7191
H 1.8866 1.9237 -1.5838
H 2.0840 1.9255 1.5173
H -1.2219 0.3270 1.8849
H 0.6031 -0.1314 2.4672
H 1.3536 -1.2471 0.3173
H -1.0771 -0.2109 -0.8943
H -0.1349 -1.2177 -1.5417
H -2.5370 -1.6688 0.3359
H -2.2763 -2.4935 -1.1066
H -1.2873 -2.9870 0.2172

# 12
18
Properties=species:S:1:pos:R:3 method="wB97M-V/def2-TZVPD" total_charge=+1 smiles="C=[NH+]N(C)C(=C)C" gap_ha=0.3362 max_force_ev_per_a=5.66 homo_energy_ev=-13.62 e_lumo_ev=-4.47
C 1.0541 1.9487 0.5585
N 0.8606 0.7431 1.0414
N 0.3976 -0.3935 0.5616
C 0.5783 -1.6821 1.1335
C -0.3928 -0.3322 -0.8055
C -0.3314 -0.9794 -1.9516
C -1.4883 0.6829 -0.6641
H 1.3596 2.6891 1.2271
H 0.9225 2.2400 -0.4107
H 1.3088 0.6289 1.9888
H 0.9300 -2.3675 0.2726
H 1.2965 -1.5325 1.9900
H -0.3404 -1.9734 1.7081
H -1.2359 -0.8657 -2.6491
H 0.4006 -1.6371 -2.2480
H -1.8734 0.5248 0.3659
H -2.3609 0.6088 -1.3927
H -1.0855 1.6971 -0.7259